60
Properties=species:S:1:pos:R:3:forces:R:3:mulliken_charge:R:1 method="wB97M-V/def2-TZVPD" de_lowest_kcal_mol=103.1 orbital_gap_ha=0.315
C 0.4675 0.2398 3.6798 0.913 0.107 1.268 -1.31
C 0.5102 0.8344 2.3019 -2.361 1.946 0.460 0.13
C 0.0567 -0.1656 1.2323 1.431 0.661 -0.609 1.32
N 0.4990 -0.1383 -1.7517 0.432 -1.513 0.886 0.66
C -0.7002 0.2903 -1.1372 -0.777 0.799 0.212 0.20
C -0.8221 0.4148 0.1876 -0.250 0.922 0.725 0.37
C -2.5621 -0.2929 -2.4996 -1.567 0.658 -0.643 -1.04
C -1.9201 0.7083 -1.9273 2.295 -0.069 0.059 -0.08
H 0.6783 0.9274 4.4965 0.552 0.606 -0.247 0.47
H 1.2627 -0.5170 3.6965 -0.980 -0.114 0.639 0.30
H -0.5125 -0.0941 4.0597 0.219 -0.667 -0.871 0.14
H 1.4467 1.3285 2.0548 0.362 -0.381 0.049 0.60
H -0.1734 1.7636 2.3217 0.830 -2.425 0.056 -0.71
H 1.0060 -0.4673 0.7533 -0.562 -0.557 0.337 -0.96
H -0.4641 -1.0299 1.6586 0.308 0.121 0.218 0.45
H 0.4952 -0.7932 -2.5311 -0.950 0.410 -0.302 0.48
H 0.9543 -0.7312 -1.0422 0.246 0.653 -0.391 -0.78
H -1.5981 1.0642 0.6441 -0.071 -0.817 -0.811 -0.68
H -3.4212 -0.1859 -3.1403 -0.275 0.520 -0.152 0.34
H -2.4030 -1.3286 -2.3035 0.843 -0.541 0.237 0.29
H -2.0303 1.8039 -1.9618 -0.578 -0.708 -0.514 0.37
H 3.3661 -1.8817 0.8525 0.010 -0.814 0.100 0.26
H 3.0026 -1.1091 -0.3193 -0.141 -0.359 -0.902 0.18
O 2.7908 -1.9667 0.0849 0.449 1.030 0.345 -0.60
H 2.6085 -1.6443 2.4723 -0.309 0.186 -0.322 0.26
H 1.1651 -2.2231 2.0300 0.969 0.580 0.220 0.42
O 1.8663 -2.1935 2.7144 -0.436 -1.187 0.420 -0.69
H 2.3019 -3.2110 -1.3494 0.061 -0.109 0.053 0.35
H 2.0969 -4.7214 -1.3768 0.061 -0.054 -0.071 0.30
O 2.2633 -3.9686 -1.9518 -0.108 0.075 0.058 -0.67
H 1.1457 4.5406 -1.3354 -0.306 0.362 0.625 0.28
H 0.4541 3.6018 -0.1535 0.516 0.693 -0.090 0.52
O 0.8589 3.6756 -1.0448 -0.037 -0.905 -0.540 -0.69
H -0.5980 2.9381 2.0069 0.332 1.509 -1.061 0.25
H -1.1930 3.6892 0.8389 -0.014 0.236 0.503 0.32
O -0.3480 3.6125 1.3213 -0.911 -0.369 0.363 -0.81
H 3.8528 -2.2716 -2.3491 -0.144 -0.112 -0.445 0.27
H 3.1852 -1.1584 -3.2722 -0.010 -0.135 -0.446 0.37
O 3.6046 -1.3471 -2.4264 0.180 0.420 0.743 -0.58
H -0.5360 -3.9195 0.7610 0.097 0.062 0.138 0.32
H 0.4870 -3.9518 1.9112 -0.164 -0.181 0.137 0.29
O -0.3637 -3.5755 1.6503 0.238 -0.231 -0.250 -0.71
H -1.6635 -1.4660 -0.1745 -0.168 -0.189 0.605 0.47
H -1.9442 -2.5485 0.9578 0.289 0.328 0.098 0.34
O -2.2481 -2.1884 0.1227 -0.535 -0.373 -0.595 -0.79
H 1.8719 0.5258 -3.5877 0.085 0.510 0.074 0.36
H 3.2347 0.8151 -4.2314 -0.185 0.274 0.151 0.32
O 2.4181 0.3198 -4.3554 0.016 -0.632 -0.197 -0.72
H 2.2640 2.7989 -1.5765 0.360 -0.033 -0.999 0.40
H 2.8298 1.4596 -1.6645 0.371 -0.277 -0.418 0.25
O 2.8998 2.2891 -2.1561 -0.600 0.038 1.263 -0.67
H -3.8470 0.3357 2.9578 0.065 0.180 -0.198 0.27
H -2.4085 0.4993 3.4573 -0.001 0.063 -0.018 0.28
O -3.1621 0.9955 3.1205 0.032 -0.115 0.259 -0.66
H -4.2409 -0.9039 0.7518 0.249 -0.088 -0.363 0.31
H -3.8804 -0.0086 -0.4583 -0.135 -0.203 0.711 0.26
O -4.2341 0.0110 0.4531 -0.197 0.333 -0.386 -0.62
H -3.5813 3.0367 0.5990 -0.204 -0.280 0.240 0.31
H -3.2722 2.5605 2.0552 -0.150 -0.283 -0.177 0.33
O -3.2378 3.3178 1.4525 0.312 0.439 -0.236 -0.66

=====

60
Properties=species:S:1:pos:R:3:forces:R:3:mulliken_charge:R:1 method="wB97M-V/def2-TZVPD" de_lowest_kcal_mol=0.0 orbital_gap_ha=0.318
C -0.5825 -2.1527 1.7631 -0.073 -0.172 -0.195 -1.20
C -1.7139 -1.6882 0.8201 0.246 -0.038 0.080 -0.06
N 0.2562 0.0672 -0.3279 -0.323 -0.275 0.105 1.25
C -0.4528 -0.8179 -1.1510 -0.051 -0.041 -0.098 -0.04
C -1.3459 -1.6975 -0.6506 0.106 0.174 -0.083 0.93
C -2.0392 -2.7100 -1.4813 0.222 0.386 0.274 -0.85
C -1.4336 -3.6257 -2.2246 0.056 -0.322 -0.549 -1.14
C -0.1543 -0.6462 -2.6127 0.222 -0.306 -0.293 -1.50
H 0.0410 -1.3267 2.0987 -0.034 0.078 0.072 0.08
H -0.9964 -2.6574 2.6339 0.039 0.080 0.130 0.41
H 0.0825 -2.8697 1.2730 -0.013 0.007 -0.026 0.48
H -2.5666 -2.3533 0.9542 -0.076 0.022 0.027 0.57
H -2.0318 -0.6876 1.1320 -0.066 0.035 -0.029 -0.06
H 0.6596 0.8505 -0.8212 -0.049 0.057 0.075 -0.28
H -0.1919 0.3504 0.5481 0.185 0.062 -0.228 -0.18
H -3.1220 -2.6777 -1.3949 -0.076 -0.254 -0.129 0.30
H -1.9586 -4.3438 -2.8450 -0.272 0.082 0.140 0.33
H -0.3552 -3.7067 -2.3093 0.039 0.211 0.221 0.27
H -0.5459 0.3068 -2.9758 0.035 0.065 0.076 0.20
H -0.5732 -1.4438 -3.2171 -0.193 0.066 0.068 0.64
H 0.9162 -0.6494 -2.8363 0.037 0.174 0.164 0.30
H -3.2297 1.9258 0.5488 0.131 -0.025 0.182 0.46
H -2.4012 2.7914 1.5123 -0.037 0.048 -0.015 0.31
O -3.1872 2.2348 1.4807 -0.116 0.124 -0.126 -0.77
H 3.3095 2.3186 0.2288 -0.090 0.150 0.244 0.39
H 3.0078 2.5365 1.7384 0.023 0.000 -0.011 0.33
O 2.9439 2.9591 0.8696 0.132 -0.098 -0.028 -0.77
H 3.6345 -2.1403 -0.9443 0.017 0.076 -0.060 0.34
H 2.3139 -1.6596 -1.5125 0.025 -0.024 -0.050 0.32
O 3.2585 -1.6937 -1.7150 -0.058 -0.137 0.093 -0.72
H -1.9656 1.8764 -1.3648 -0.259 -0.161 0.052 0.45
H -2.6522 0.4914 -1.2980 0.021 -0.014 0.084 0.34
O -2.8067 1.4282 -1.1207 0.163 0.039 -0.175 -0.83
H 0.6092 1.3048 2.7327 -0.237 0.051 0.076 0.36
H -0.9885 1.1754 2.8370 0.337 -0.046 -0.052 0.30
O -0.2364 1.4369 2.2535 -0.095 -0.102 0.097 -0.70
H 2.8577 1.4742 -1.7658 0.073 -0.158 0.155 0.37
H 3.5961 0.1407 -1.4638 0.049 0.256 0.044 0.40
O 3.4414 1.0379 -1.1009 -0.027 -0.176 -0.332 -0.85
H 2.5576 0.6421 3.9920 0.088 -0.074 -0.025 0.27
H 2.4994 0.3844 2.4317 0.200 -0.085 0.326 0.49
O 2.3392 1.0490 3.1503 -0.129 0.159 -0.246 -0.71
H -1.0594 -4.3251 0.4278 -0.047 0.018 -0.200 0.39
H -1.9868 -5.3567 -0.2138 0.041 0.142 -0.112 0.35
O -1.5297 -5.1431 0.6026 -0.015 -0.294 0.423 -0.68
H -2.8026 -0.2042 3.4874 0.049 0.186 0.034 0.30
H -2.9726 1.2349 2.9208 0.013 -0.211 0.027 0.39
O -2.4975 0.7045 3.6013 -0.131 -0.046 -0.020 -0.76
H 0.0044 2.8504 1.2450 -0.151 0.125 -0.109 0.31
H 1.2671 3.4590 0.6689 -0.169 0.159 -0.218 0.50
O 0.2839 3.5328 0.5921 0.298 -0.270 0.294 -0.76
H 2.9844 0.0394 0.3894 0.098 -0.078 0.158 0.45
H 1.8187 -0.7875 0.8295 0.185 0.040 0.052 0.30
O 2.7461 -0.6109 1.0847 -0.345 0.072 -0.231 -0.89
H 2.2243 2.9198 -3.2778 -0.143 0.107 -0.026 0.29
H 0.8869 2.4476 -2.6055 0.178 0.206 -0.161 0.36
O 1.7573 2.1459 -2.9505 -0.020 -0.167 0.093 -0.68
H -0.2354 3.2118 -0.8315 -0.108 0.036 -0.217 0.46
H -1.1067 3.6922 -2.0765 0.113 0.059 -0.030 0.25
O -0.5753 2.9541 -1.7594 -0.019 0.022 0.210 -0.81

=====

61
Properties=species:S:1:pos:R:3:forces:R:3:mulliken_charge:R:1 method="wB97M-V/def2-TZVPD" de_lowest_kcal_mol=118.7 orbital_gap_ha=0.354
C -0.4980 1.4529 0.0219 -3.584 0.479 -1.949 0.06
O -0.9856 2.8273 0.0731 -0.496 -2.544 -4.143 -0.52
C 0.6435 1.2490 0.8455 3.720 2.020 -0.722 -0.60
C 1.9671 1.1650 0.0025 0.827 4.215 0.873 -0.83
C 2.3456 -0.1630 -0.4605 -0.429 -3.347 -1.607 2.08
C 3.0730 -1.7189 1.4600 -2.507 -0.674 1.400 -0.60
C 3.3128 -0.7652 0.5613 0.857 -2.367 -0.420 -0.12
C 4.7369 -0.4259 0.3818 -3.375 1.715 -4.229 -1.74
H -1.3841 0.8301 0.3438 0.927 0.473 -0.591 -0.81
H -0.2296 1.2879 -1.0755 -0.807 0.004 1.260 0.38
H -0.8213 3.2715 0.8307 0.924 1.630 4.015 0.31
H 0.6851 2.0751 1.5300 0.435 1.011 0.175 0.79
H 0.5576 0.5376 1.5601 -0.149 -3.219 1.638 0.90
H 1.9121 1.8148 -0.9367 -0.342 -0.367 1.501 -0.12
H 2.8870 1.6914 0.6151 -2.227 -1.348 -1.475 0.45
H 1.5057 -0.9281 -0.5893 0.878 1.337 0.820 -1.91
H 2.6089 -0.1550 -1.6153 0.833 0.075 2.474 0.67
H 2.0286 -2.0508 1.6618 0.828 0.569 -0.293 0.11
H 3.7153 -2.3181 2.1546 0.251 1.303 -0.990 0.21
H 5.2862 -0.6159 1.1463 3.654 -2.573 4.741 0.63
H 5.0682 -0.8173 -0.5786 0.485 0.566 0.040 0.31
H 4.7164 0.6203 0.5348 0.593 1.892 -1.296 0.46
H -2.1101 -1.9669 1.7181 1.075 -1.009 1.214 0.15
H -1.9113 -1.1619 0.4163 1.326 -0.372 -0.979 0.37
O -2.5035 -1.3882 1.1022 -1.937 1.565 0.496 -0.52
H -0.1512 -0.9915 -0.5278 -0.609 -0.222 -0.610 0.57
H -1.1421 -1.8010 -1.4821 -0.699 0.642 -1.286 0.25
O -0.6818 -1.7992 -0.6512 0.862 0.261 0.923 -0.70
H 1.0929 -3.3303 0.6301 -0.648 -0.736 1.847 0.32
H 0.7558 -2.6612 -0.6139 0.168 -0.689 -0.072 0.36
O 1.4834 -3.1565 -0.1926 0.421 -0.045 -2.259 -0.73
H -2.3273 3.8912 -2.5859 0.666 -2.639 1.860 0.31
H -2.0840 2.8389 -1.2741 -0.079 1.035 0.181 0.29
O -1.9567 2.9982 -2.2173 -1.583 2.074 -2.716 -0.72
H -2.1136 -0.5654 -3.6666 -0.309 0.136 0.367 0.41
H -3.0775 -0.2521 -2.4508 -0.990 1.271 0.380 0.27
O -2.5096 -0.8892 -2.8236 1.302 -1.555 -0.211 -0.67
H 2.9189 0.9321 3.9250 -0.536 -1.340 1.611 0.30
H 3.3135 1.0038 2.5473 0.561 -3.356 -4.778 0.29
O 3.2309 1.5030 3.2665 -0.094 4.528 3.288 -0.64
H 0.6540 2.8327 -2.1055 0.154 0.132 -0.535 0.35
H -0.4318 3.1331 -3.0544 0.304 -0.417 -0.013 0.45
O 0.5065 2.8623 -3.0668 0.215 0.094 0.418 -0.67
H 0.7610 1.2524 3.8702 0.264 -0.159 0.086 0.30
H -0.6871 0.7987 3.7327 2.288 -0.746 0.988 0.34
O 0.2391 0.4628 4.0733 -2.763 1.441 -1.123 -0.75
H 1.4446 -2.6027 -3.5483 0.446 -0.297 1.016 0.30
H 1.0667 -1.1108 -2.9358 0.531 -0.644 0.601 0.44
O 1.0681 -1.7408 -3.6531 -1.032 1.025 -1.648 -0.70
H -0.7505 0.4772 -5.2575 -1.210 -1.345 0.416 0.36
H -0.3894 -0.8860 -4.7880 0.453 -0.918 0.305 0.29
O -1.1824 -0.3996 -5.0139 1.070 2.253 -1.008 -0.73
H -3.0259 0.4494 2.1175 -0.505 -0.817 -0.286 0.34
H -3.5534 1.8218 2.5889 -2.017 0.906 0.395 0.25
O -2.7976 1.3281 2.4015 2.747 -0.344 -0.043 -0.57
H -4.8625 -2.2467 1.1881 -0.340 1.807 -1.039 0.29
H -4.0509 -1.1718 0.4834 -0.495 -0.271 0.286 0.38
O -4.9784 -1.3770 0.6914 -0.368 -1.591 0.726 -0.70
H -1.0485 -0.9881 3.7501 0.429 -0.276 0.376 0.31
H -1.0496 -2.4680 4.2844 0.206 0.243 0.262 0.26
O -1.3400 -1.8854 3.5834 -0.572 -0.475 -0.659 -0.58

=====

61
Properties=species:S:1:pos:R:3:forces:R:3:mulliken_charge:R:1 method="wB97M-V/def2-TZVPD" de_lowest_kcal_mol=59.1 orbital_gap_ha=0.314
C 3.3933 0.0128 -0.4965 0.427 -1.759 0.007 -0.67
C 2.3134 -0.4406 -1.5217 -0.025 2.245 0.092 -0.48
C 0.8869 -0.3653 -0.9634 0.210 -2.630 -0.228 0.78
C 0.6123 -1.6058 -0.1191 0.654 1.458 0.668 0.12
C -0.4349 -1.5547 0.7119 0.487 -1.812 0.840 1.60
C -0.8518 -2.6828 1.5782 0.112 0.741 -0.225 -0.42
C -1.6395 -2.6027 2.6475 0.858 -1.308 1.947 -1.05
H 4.2921 -0.6320 -0.5600 -0.429 0.117 -0.401 0.29
H 3.0418 -0.3039 0.5120 0.160 1.209 -0.259 -0.10
H 3.8222 1.0047 -0.6774 -0.742 0.140 0.641 0.34
H 2.6488 -1.3770 -1.9509 -0.642 -0.285 -0.096 0.39
H 2.1933 0.3165 -2.2962 0.997 -0.088 -0.579 -0.09
H 0.1257 -0.4757 -1.7422 0.499 0.497 -0.551 -0.30
H 0.6274 0.5905 -0.5359 0.276 0.294 0.495 -0.16
H 1.4198 -2.3844 -0.2054 -1.659 0.468 0.107 -0.14
H -0.9084 -0.6132 0.9464 -0.414 -0.110 -0.511 -0.27
H -0.4262 -3.6641 1.3993 0.203 0.265 -0.194 0.20
H -2.0456 -1.7404 3.1567 -0.077 0.471 -0.564 0.32
H -1.5435 -3.4583 3.3695 -0.706 0.557 -0.969 0.21
H -1.4086 4.3105 1.0433 -0.678 0.045 -0.086 0.39
H -0.2282 4.3640 1.7810 -0.320 0.041 0.956 0.33
O -1.1768 4.2165 1.9802 1.091 -0.188 -0.569 -0.71
H -3.5630 3.9336 -1.4952 -0.220 0.124 0.050 0.32
H -4.2648 2.6992 -2.1073 0.228 0.446 -0.052 0.34
O -3.5523 3.3456 -2.2554 -0.330 -0.107 0.238 -0.67
H -2.2198 1.9456 -1.9766 0.761 0.815 -0.304 0.24
H -3.0070 0.8159 -2.2652 0.500 -1.028 -0.360 0.30
O -2.0987 1.1251 -2.4584 -0.720 -0.440 0.425 -0.49
H -3.6962 -0.2377 -0.2930 -0.397 0.745 -0.244 0.46
H -3.6917 -1.2004 -1.3827 -0.259 0.212 -0.728 0.31
O -4.0480 -0.3134 -1.2041 0.256 -0.966 0.421 -0.76
H 0.0261 -4.9018 -0.4952 0.211 -0.254 0.012 0.26
H 1.5257 -5.2545 -0.2356 -0.183 -0.420 -0.016 0.23
O 0.8825 -4.5447 -0.2367 0.007 0.133 -0.112 -0.54
H -0.3939 2.2111 2.2223 -0.112 0.438 0.008 0.25
H -0.5166 1.0949 1.1942 0.147 0.014 -0.023 0.03
O 0.1201 1.5264 1.7765 -0.100 0.107 -0.156 -0.58
H -0.9011 -3.3445 -2.4487 0.956 0.210 0.613 0.25
H -0.9383 -1.7197 -2.1231 0.817 -0.425 0.543 0.25
O -1.3091 -2.4927 -2.5319 -2.066 0.073 -1.268 -0.68
H -3.6527 -0.9395 1.7257 0.288 0.511 -0.007 0.31
H -3.2302 0.5418 2.0090 -0.145 0.080 0.286 0.29
O -3.3213 -0.1173 1.3216 -0.072 -0.517 0.300 -0.72
H 0.6132 4.5905 -0.2220 0.135 -0.097 -0.108 0.37
H -0.3847 4.2547 -1.3412 0.125 0.305 0.263 0.34
O -0.2690 4.8185 -0.5562 -0.196 -0.346 -0.483 -0.71
H 2.7770 3.4126 -0.1331 -0.205 0.005 0.335 0.31
H 1.7221 2.7050 0.7371 -0.108 -0.346 0.111 0.39
O 2.1442 3.5564 0.5881 0.134 0.306 -0.410 -0.68
H 1.5735 0.3069 3.9728 0.370 -0.396 0.144 0.25
H 1.3984 0.5252 2.5402 0.141 -0.423 -0.344 0.38
O 1.9200 -0.0424 3.1387 -0.402 0.548 0.452 -0.60
H 2.4190 -1.9708 2.9852 -0.282 0.530 -0.124 0.31
H 3.8553 -2.4674 2.9093 -0.230 -0.047 0.009 0.31
O 2.9576 -2.6767 2.6160 0.609 -0.420 -0.063 -0.64
H 3.4648 -3.9764 -0.4793 -0.124 0.151 0.368 0.24
H 3.5405 -3.0427 0.7949 -0.593 -0.213 0.434 0.36
O 3.9205 -3.2394 -0.0642 0.619 0.111 -0.786 -0.57
H 1.0000 1.3710 -3.6886 -0.098 -0.650 -0.068 0.30
H -0.6020 1.2307 -3.7275 -0.001 -0.479 0.319 0.32
O 0.1587 1.8130 -3.7542 0.260 1.342 -0.198 -0.61